Arrangement a

Density functional theory data (ωB97M-V/def2-TZVPD) for 2 unconnected molecules or ions with the total composition C4H14N.

Values from the calculation:
**LUMO**: -3.84 eV

Geometry as ORCA input:
```
! RIJCOSX wB97M-V def2-TZVPD def2/J DEFGRID3
* xyz 1 1
C 0.79086 -1.46210 1.96417
C 1.34907 -0.11091 1.86151
H 0.31330 -1.94464 1.05431
H 1.67815 -2.18787 2.28965
H 0.03837 -1.87386 2.68896
H 2.42946 -0.00373 1.54699
H 0.78627 0.68832 1.66929
H 1.40536 0.18316 2.96824
C -0.67185 0.48467 -0.97028
C 0.35544 0.84652 -1.86749
N -2.20172 0.48136 -1.53898
H -0.42220 -0.54873 -0.51499
H -0.63506 1.14542 -0.02147
H 0.02878 1.29739 -2.79536
H 1.03289 0.04709 -2.19801
H -2.28707 0.64491 -2.49928
H -2.29254 -0.51831 -1.23560
H -2.71127 1.18761 -1.02917
H 1.01377 1.64369 -1.37250
*
```

These are the Mulliken partial charges, in e, on atoms 1 to 4: -0.80, -0.88, 0.19, 0.25

Arrangement b

Density functional theory data (ωB97M-V/def2-TZVPD) for 2 unconnected molecules or ions with the total composition C4H14N.

Values from the calculation:
**LUMO**: -3.63 eV

Geometry as ORCA input:
```
! RIJCOSX wB97M-V def2-TZVPD def2/J DEFGRID3
* xyz 1 1
C 1.11521 1.01534 -0.83441
C 1.05057 2.25995 0.01296
N 1.52645 -0.20690 -0.00909
H 0.15142 0.76216 -1.26824
H 1.89726 1.10257 -1.58051
H 2.01949 2.45830 0.48736
H 0.28457 2.25432 0.78408
H 0.75223 -0.58078 0.55792
H 1.77823 -0.95634 -0.65559
H 2.29849 0.00666 0.63005
H 0.88313 3.08685 -0.67131
C -2.11865 -1.04830 0.93284
C -1.60282 -1.88172 -0.23087
H -2.94916 -1.56039 1.41889
H -1.37054 -0.86248 1.71249
H -2.50698 -0.08357 0.59254
H -0.78887 -1.35502 -0.74216
H -2.39209 -2.11862 -0.93434
H -1.15630 -2.80404 0.13782
*
```

These are the Mulliken partial charges, in e, on atoms 1 to 4: -0.22, -1.18, -0.26, 0.27

Arrangement c

Density functional theory data (ωB97M-V/def2-TZVPD) for 2 unconnected molecules or ions with the total composition C4H14N.

Values from the calculation:
**LUMO**: -3.71 eV

Geometry as ORCA input:
```
! RIJCOSX wB97M-V def2-TZVPD def2/J DEFGRID3
* xyz 1 1
C -0.88124 1.18089 -0.48720
C -1.54752 0.88892 0.83234
N 0.38075 2.02487 -0.09175
H -0.58954 0.29019 -1.03216
H -1.45623 1.84671 -1.12136
H -2.06669 1.75924 1.24039
H -0.95478 0.39145 1.59432
H 0.75978 1.58597 0.74451
H 1.12866 2.30454 -0.74408
H -0.05264 2.88263 0.21833
H -2.37981 0.18400 0.71281
C 0.25042 -2.35129 -0.29378
C 1.64338 -1.84079 -0.01608
H 0.20466 -3.41142 -0.53728
H -0.39130 -2.18020 0.57234
H -0.20441 -1.83695 -1.14806
H 1.60972 -0.80974 0.35715
H 2.35877 -1.85384 -0.83818
H 2.10422 -2.48239 0.74021
*
```

These are the Mulliken partial charges, in e, on atoms 1 to 4: -0.06, -1.25, -0.39, 0.12

Which of them is the least stable? Correct choice: arrangement a.

Arrangement a

Density functional theory data (ωB97M-V/def2-TZVPD) for C4H10O in the gas phase.

Values from the calculation:
**SMILES**: COC(C)C
**LUMO**: 1.14 eV

Geometry as ORCA input:
```
! RIJCOSX wB97M-V def2-TZVPD def2/J DEFGRID3
* xyz 0 1
C 2.07896 -0.25290 0.05685
O 0.87286 -0.67941 -0.50108
C -0.29545 -0.22354 0.21904
C -1.56851 -1.01513 -0.05883
C -0.58813 1.29364 -0.17756
H 2.15891 0.92119 0.14747
H 2.87729 -0.50239 -0.75825
H 2.33027 -0.74402 1.09518
H -0.10463 -0.21584 1.31126
H -2.37205 -0.72472 0.63291
H -1.37462 -2.11698 -0.13102
H -1.97181 -0.74110 -1.07516
H 0.21560 2.03679 0.05896
H -0.76571 1.37185 -1.26995
H -1.49298 1.59258 0.45018
*
```

These are the Mulliken partial charges, in e, on atoms 1 to 4: -0.58, -0.36, 0.46, -1.21

Arrangement b

Density functional theory data (ωB97M-V/def2-TZVPD) for 2 unconnected molecules or ions with the total composition C4H10O.

Values from the calculation:
**SMILES**: C=O.CCC
**LUMO**: 0.52 eV

Geometry as ORCA input:
```
! RIJCOSX wB97M-V def2-TZVPD def2/J DEFGRID3
* xyz 0 1
C 2.75350 -0.54606 -0.68168
O 3.43411 0.13221 -1.46950
H 1.75473 -0.84184 -1.07732
H 3.34204 -1.15057 0.07814
C -2.72199 -0.18599 1.58421
C -2.09536 0.67114 0.44759
C -0.86498 0.03690 -0.14733
H -3.14167 -1.11037 1.30349
H -3.42181 0.61764 1.97432
H -2.10044 -0.41836 2.49083
H -1.70888 1.60055 0.84374
H -2.87930 0.70312 -0.34603
H -0.38247 0.75849 -0.84219
H -0.23684 -0.16017 0.71415
H -1.12522 -0.91215 -0.59985
*
```

These are the Mulliken partial charges, in e, on atoms 1 to 4: -0.01, -0.42, 0.19, 0.25

Which of them is the least stable? Correct choice: arrangement b.

Arrangement a

Density functional theory data (ωB97M-V/def2-TZVPD) for 2 unconnected molecules or ions with the total composition C4H10O.

Values from the calculation:
**SMILES**: C=C.CCO
**LUMO**: 0.98 eV

Geometry as ORCA input:
```
! RIJCOSX wB97M-V def2-TZVPD def2/J DEFGRID3
* xyz 0 1
C 1.52875 -1.77235 4.43287
C 1.90036 -2.74928 5.24894
H 0.68791 -1.45425 3.83435
H 1.97974 -0.86608 4.88144
H 1.53377 -3.71859 5.01418
H 2.84878 -2.79953 5.79692
C -2.21129 1.22703 -3.17361
C -0.81608 1.79561 -3.45863
O 0.13742 1.18824 -2.48690
H -2.41026 1.40836 -2.07061
H -2.99459 1.88555 -3.75537
H -2.04685 0.16700 -3.49328
H -0.69088 2.84178 -3.37315
H -0.46130 1.49753 -4.51573
H 1.01452 1.34897 -2.88143
*
```

These are the Mulliken partial charges, in e, on atoms 1 to 4: -0.48, -0.48, 0.30, 0.18

Arrangement b

Density functional theory data (ωB97M-V/def2-TZVPD) for 2 unconnected molecules or ions with the total composition C4H10O.

Values from the calculation:
**SMILES**: C=C.CCO
**LUMO**: 1.02 eV

Geometry as ORCA input:
```
! RIJCOSX wB97M-V def2-TZVPD def2/J DEFGRID3
* xyz 0 1
C 2.33251 0.69367 -0.15056
C 1.97276 -0.53853 0.14490
H 2.67348 1.40142 0.59369
H 2.23521 1.07514 -1.16032
H 1.95461 -0.90087 1.17058
H 1.80404 -1.35374 -0.55010
C -1.15406 0.76068 -0.44800
C -1.85305 -0.25828 0.43448
O -1.67848 -1.59610 -0.05754
H -0.28581 0.29146 -0.89702
H -0.86705 1.68460 0.05229
H -1.81184 1.03773 -1.27511
H -1.53970 -0.23752 1.48008
H -2.93302 -0.12309 0.37562
H -0.84961 -1.93657 0.28702
*
```

These are the Mulliken partial charges, in e, on atoms 1 to 4: -0.43, -0.56, 0.24, 0.26

Arrangement c

Density functional theory data (ωB97M-V/def2-TZVPD) for C4H10O in the gas phase.

Values from the calculation:
**SMILES**: CCCCO
**LUMO**: 1.04 eV

Geometry as ORCA input:
```
! RIJCOSX wB97M-V def2-TZVPD def2/J DEFGRID3
* xyz 0 1
C 0.93723 -1.40690 -0.45789
C 0.55698 -0.69121 0.86789
C -0.64232 0.16819 0.58678
C -0.36261 1.28224 -0.45413
O -1.55180 1.86438 -1.02086
H 0.11337 -1.95582 -0.96792
H 1.67360 -2.24464 -0.24051
H 1.40923 -0.79105 -1.12972
H 1.39365 -0.07865 1.25239
H 0.40718 -1.42487 1.76557
H -1.27975 -0.67462 0.09516
H -1.22382 0.58119 1.48785
H 0.32442 2.07430 -0.01297
H 0.11026 0.74826 -1.36858
H -1.86562 2.54919 -0.40304
*
```

These are the Mulliken partial charges, in e, on atoms 1 to 4: -1.23, -0.31, -0.34, -0.36

Which of them is the least stable? Correct choice: arrangement a.

Arrangement a

Density functional theory data (ωB97M-V/def2-TZVPD) for C4H10O in the gas phase.

Values from the calculation:
**SMILES**: CC(C)(C)O
**LUMO**: 0.90 eV

Geometry as ORCA input:
```
! RIJCOSX wB97M-V def2-TZVPD def2/J DEFGRID3
* xyz 0 1
C -1.55346 -0.26225 -0.22755
C -0.07313 -0.01322 0.24971
C 0.44907 1.33710 -0.28171
C 0.89150 -1.11672 -0.21184
O -0.12705 0.08466 1.64020
H -2.16665 0.61796 0.08240
H -1.90888 -1.14381 0.31641
H -1.52803 -0.37630 -1.35023
H 0.26536 1.56597 -1.34297
H 1.57541 1.52664 -0.22076
H -0.07135 2.06647 0.40031
H 0.55738 -2.16446 0.03880
H 1.91611 -0.87577 0.09073
H 1.01163 -1.07940 -1.28859
H 0.76208 -0.16687 2.10510
*
```

These are the Mulliken partial charges, in e, on atoms 1 to 4: -1.32, 1.39, -1.42, -1.55

Arrangement b

Density functional theory data (ωB97M-V/def2-TZVPD) for 2 unconnected molecules or ions with the total composition C4H10O.

Values from the calculation:
**SMILES**: C/C=C/C.O
**LUMO**: 0.76 eV

Geometry as ORCA input:
```
! RIJCOSX wB97M-V def2-TZVPD def2/J DEFGRID3
* xyz 0 1
C 0.57430 0.26944 1.71761
C -0.62968 -0.47537 1.27331
C -0.57607 -1.57834 0.54286
C -1.80479 -2.27871 0.05780
H 1.48191 -0.03464 1.17895
H 0.82672 0.10669 2.76469
H 0.56486 1.31789 1.46368
H -1.59672 -0.07226 1.53206
H 0.38898 -1.91812 0.20968
H -2.54809 -2.38006 0.85548
H -1.64902 -3.27527 -0.33058
H -2.34000 -1.71339 -0.70700
O 1.99291 3.21555 -2.97851
H 1.62682 2.87723 -2.14470
H 2.07239 4.16684 -2.85695
*
```

These are the Mulliken partial charges, in e, on atoms 1 to 4: -1.18, -0.06, -0.05, -1.13

Which of them is the least stable? Correct choice: arrangement b.

Arrangement a

Density functional theory data (ωB97M-V/def2-TZVPD) for 2 unconnected molecules or ions with the total composition C4H10O.

Values from the calculation:
**SMILES**: C=C.CCO
**LUMO**: 0.87 eV

Geometry as ORCA input:
```
! RIJCOSX wB97M-V def2-TZVPD def2/J DEFGRID3
* xyz 0 1
C -1.60457 1.67807 3.14997
C -0.98703 0.52234 2.98556
H -2.34306 1.81970 3.93333
H -1.52844 2.48902 2.42601
H -1.04700 -0.35153 3.63885
H -0.33286 0.30426 2.15631
C 1.65542 -0.59206 -2.57236
C 0.25203 -0.78005 -2.05431
O 0.26295 -1.40065 -0.76627
H 2.19520 0.19792 -2.04588
H 2.22078 -1.50961 -2.43195
H 1.71789 -0.41903 -3.65284
H -0.36948 -1.41363 -2.68543
H -0.26055 0.18207 -1.99442
H 0.16872 -0.72681 -0.08658
*
```

These are the Mulliken partial charges, in e, on atoms 1 to 4: -0.41, -0.30, 0.22, 0.22

Arrangement b

Density functional theory data (ωB97M-V/def2-TZVPD) for 2 unconnected molecules or ions with the total composition C4H10O.

Values from the calculation:
**SMILES**: C=C(C)O.C
**LUMO**: 0.76 eV

Geometry as ORCA input:
```
! RIJCOSX wB97M-V def2-TZVPD def2/J DEFGRID3
* xyz 0 1
C 0.32138 0.25507 -1.08337
C 1.10333 -0.77314 -0.68159
C 1.96332 -0.57954 0.52892
O 1.00211 -1.98003 -1.34857
H -0.39533 0.28625 -1.92647
H 0.34888 1.24293 -0.69394
H 1.75106 -1.33118 1.19632
H 1.67472 0.37627 0.98870
H 2.96549 -0.69244 0.40579
H 1.80012 -2.51583 -0.95018
C -2.50060 1.11818 0.67887
H -2.24874 1.84183 1.50698
H -2.78336 1.86915 -0.05204
H -3.32126 0.40232 1.09953
H -1.68111 0.48014 0.33104
*
```

These are the Mulliken partial charges, in e, on atoms 1 to 4: -1.31, 1.07, -1.42, -0.53

Arrangement c

Density functional theory data (ωB97M-V/def2-TZVPD) for C4H10O in the gas phase.

Values from the calculation:
**SMILES**: CC[C@@H](C)O
**LUMO**: 0.96 eV

Geometry as ORCA input:
```
! RIJCOSX wB97M-V def2-TZVPD def2/J DEFGRID3
* xyz 0 1
C 1.87176 0.26476 0.25273
C 0.70973 -0.72942 -0.20645
C -0.57376 0.11930 -0.34842
C -1.93045 -0.45685 0.05306
O -0.43668 1.18564 0.59216
H 1.65569 1.12089 0.92071
H 2.28217 0.74433 -0.64469
H 2.64610 -0.28733 0.77707
H 0.99088 -1.20204 -1.17006
H 0.51954 -1.60362 0.44824
H -0.62265 0.48631 -1.38730
H -2.40081 -1.14137 -0.65671
H -1.84947 -0.93763 1.03372
H -2.58184 0.41542 0.18018
H -0.28020 2.02161 0.15579
*
```

These are the Mulliken partial charges, in e, on atoms 1 to 4: -1.04, -0.51, 0.35, -1.33

Which of them is the least stable? Correct choice: arrangement b.

Arrangement a

Density functional theory data (ωB97M-V/def2-TZVPD) for 2 unconnected molecules or ions with the total composition H4S2.

Values from the calculation:
**SMILES**: S.S
**LUMO**: 0.81 eV

Geometry as ORCA input:
```
! RIJCOSX wB97M-V def2-TZVPD def2/J DEFGRID3
* xyz 0 1
S 1.77922 1.17505 1.81976
H 1.37441 2.18860 2.60752
H 1.46808 1.85298 0.69936
S -1.84128 -1.95727 -1.20986
H -2.14778 -1.06079 -2.16594
H -0.63263 -2.19857 -1.75083
*
```

These are the Mulliken partial charges, in e, on atoms 1 to 4: -0.29, 0.14, 0.14, -0.29

Arrangement b

Density functional theory data (ωB97M-V/def2-TZVPD) for 2 unconnected molecules or ions with the total composition H4S2.

Values from the calculation:
**SMILES**: S.S
**LUMO**: 0.83 eV

Geometry as ORCA input:
```
! RIJCOSX wB97M-V def2-TZVPD def2/J DEFGRID3
* xyz 0 1
S -0.09847 -0.14641 -1.66400
H 0.84895 -0.99308 -1.23678
H -0.02675 0.60761 -0.55883
S 0.12157 0.21166 1.55620
H -0.69910 -0.54615 0.81692
H -0.49277 -0.11226 2.70351
*
```

These are the Mulliken partial charges, in e, on atoms 1 to 4: -0.29, 0.17, 0.13, -0.32

Which of them is the least stable? Correct choice: arrangement b.

Arrangement a

Density functional theory data (ωB97M-V/def2-TZVPD) for 2 unconnected molecules or ions with the total composition C4H10N4O2.

Values from the calculation:
**LUMO**: -7.80 eV

Geometry as ORCA input:
```
! RIJCOSX wB97M-V def2-TZVPD def2/J DEFGRID3
* xyz 2 1
C -1.30875 -0.07190 -0.17958
C 0.51245 0.30612 2.42074
C -0.24107 -1.60092 -1.63915
C 0.83099 -0.34746 -1.24566
N -1.37539 -1.19581 -0.88318
N 1.32934 -0.51175 2.24526
N 0.04823 0.39344 -0.26012
N 0.42909 1.78936 0.06906
O -2.20134 0.39997 0.55985
O -0.19210 1.23639 2.38463
H -0.33777 -1.78669 -2.63931
H 0.14603 -2.49794 -1.15826
H 1.76746 -0.89106 -1.10994
H 0.98188 0.32746 -2.01770
H -2.22578 -1.79798 -0.86362
H -1.86130 0.93719 1.29354
H 2.01259 -1.16102 2.57197
H 0.11708 2.45899 -0.70344
H 1.51009 1.82205 0.17272
H 0.05827 2.19157 0.98218
*
```

These are the Mulliken partial charges, in e, on atoms 1 to 4: 0.44, 0.65, -0.54, -0.60

Arrangement b

Density functional theory data (ωB97M-V/def2-TZVPD) for a gas-phase ion, C4H10N4O2 (charge +2).

Values from the calculation:
**SMILES**: C[N@H+](N)[C@H](N=O)/[NH+]=C1/CO1
**LUMO**: -8.94 eV

Geometry as ORCA input:
```
! RIJCOSX wB97M-V def2-TZVPD def2/J DEFGRID3
* xyz 2 1
C 1.92918 1.12569 -0.70891
N 1.10409 0.46717 0.33393
N 1.27094 -0.96789 0.46874
C -0.40011 0.54899 -0.16832
N -0.82222 2.11894 0.01921
O -1.88873 2.29915 0.42655
N -1.32912 -0.29023 0.49253
C -2.62628 -0.34783 0.18489
C -4.00958 -0.74024 0.21617
O -3.29942 -0.04445 -0.87260
H 1.72672 0.69388 -1.59297
H 1.69656 2.22705 -0.96195
H 3.01844 1.29398 -0.39709
H 1.14684 1.05503 1.12534
H 2.11705 -1.14736 0.97889
H 1.20965 -1.58721 -0.32065
H -0.47251 0.38621 -1.19891
H -1.27381 -0.64573 1.41683
H -4.11546 -1.81881 -0.10421
H -4.62734 -0.01143 0.77114
*
```

These are the Mulliken partial charges, in e, on atoms 1 to 4: -0.87, 0.17, -0.56, -0.21

Arrangement c

Density functional theory data (ωB97M-V/def2-TZVPD) for 2 unconnected molecules or ions with the total composition C4H10N4O2.

Values from the calculation:
**LUMO**: -8.33 eV

Geometry as ORCA input:
```
! RIJCOSX wB97M-V def2-TZVPD def2/J DEFGRID3
* xyz 2 1
C -1.59564 0.06212 -0.48660
C 2.41142 2.20423 1.16343
C -1.38755 -1.67263 1.02328
C -0.16821 -1.65354 0.04741
N -1.95333 -0.35044 0.76195
N 3.62693 1.86981 1.12114
N -0.49679 -0.53908 -0.79529
N 0.14206 -0.06300 -2.01198
O -2.14731 0.96548 -1.13824
O 1.31329 2.37008 1.19892
H -2.20225 -2.32048 0.77202
H -1.12801 -1.75815 2.07168
H 0.75938 -1.55456 0.54395
H -0.10522 -2.54626 -0.53657
H -2.78736 -0.01758 1.23583
H 4.08318 2.33673 0.28417
H 4.18836 1.39192 1.87626
H -1.97153 1.05466 -2.24699
H -0.26476 0.90686 -2.11504
H -0.31668 -0.68619 -2.76935
*
```

These are the Mulliken partial charges, in e, on atoms 1 to 4: 0.60, 0.64, -0.40, -0.42

Which of them is the least stable? Correct choice: arrangement b.